[1]
# C46H49Cl5F6N2O4PRbS2

A structure of composition C46H49Cl5F6N2O4PRbS2 (ωB97M-V/def2-TZVPD, the Open Molecules 2025 dataset).

Charge ... -2
Molecular weight ... 1165.7 g/mol
Relative energy (zero: lowest compared OMol25 entry of this formula, charge and spin) ... 22.79 kcal per mole
E_HOMO ... -3.143 eV
Kohn-Sham gap ... 0.240 hartree

Each line ends with the Mulliken charge.
Element x y z (Å)
Rb -2.180 0.242 -0.963  0.978
C 0.384 0.161 5.650  -1.825
C -0.490 -0.371 4.509  1.504
C -1.862 0.290 4.512  -1.516
C 0.259 -0.226 3.202  0.223
C 0.921 -1.314 2.664  -0.749
C 1.754 -1.229 1.553  0.266
C 2.232 -2.588 1.055  1.016
C 3.598 -2.696 0.382  -1.997
C 1.098 -3.152 0.189  -0.617
C 1.971 0.028 0.960  0.913
C 1.272 1.138 1.472  0.440
C 0.405 0.987 2.551  -0.572
C 1.508 2.547 0.965  2.033
C 2.262 3.379 2.005  -1.848
C 0.202 3.236 0.565  -1.919
C 3.182 0.280 0.083  0.092
C 4.335 0.468 0.861  -0.680
C 5.581 0.699 0.315  -1.145
C 5.710 0.749 -1.064  -1.101
C 4.583 0.585 -1.848  -0.750
C 3.304 0.359 -1.321  1.199
P 1.848 0.282 -2.482  0.776
C 2.259 -1.116 -3.715  2.364
C 1.374 -0.938 -4.954  -2.027
C 3.709 -1.323 -4.157  -1.989
C 1.811 -2.418 -3.046  -2.016
C 2.013 1.911 -3.466  2.759
C 2.144 3.043 -2.445  -2.150
C 3.143 2.077 -4.488  -1.942
C 0.673 2.134 -4.185  -1.999
H -0.118 0.032 6.612  0.452
H 0.583 1.228 5.510  0.337
H 1.344 -0.360 5.688  0.379
H -0.635 -1.442 4.676  -0.666
H -1.787 1.376 4.412  0.458
H -2.371 0.083 5.457  0.576
H -2.470 -0.085 3.689  -0.188
H 0.781 -2.286 3.130  0.123
H 2.291 -3.219 1.948  0.509
H 3.659 -2.153 -0.559  0.224
H 3.804 -3.749 0.174  0.478
H 4.391 -2.317 1.029  0.433
H 0.854 -2.453 -0.608  -0.311
H 0.190 -3.272 0.781  -0.212
H 1.367 -4.114 -0.257  0.543
H -0.131 1.854 2.918  0.260
H 2.144 2.486 0.085  -1.329
H 1.684 3.460 2.928  0.293
H 2.446 4.389 1.629  0.481
H 3.224 2.923 2.250  0.307
H -0.438 3.424 1.428  0.473
H -0.374 2.627 -0.134  0.290
H 0.405 4.195 0.082  0.520
H 4.224 0.415 1.938  0.596
H 6.441 0.834 0.960  0.334
H 6.673 0.924 -1.528  0.400
H 4.702 0.639 -2.918  0.432
H 1.724 -0.143 -5.609  0.327
H 0.335 -0.739 -4.690  0.173
H 1.394 -1.870 -5.529  0.577
H 4.134 -0.462 -4.672  0.244
H 3.731 -2.166 -4.857  0.543
H 4.354 -1.579 -3.316  0.334
H 0.756 -2.384 -2.774  0.330
H 2.393 -2.637 -2.153  0.337
H 1.952 -3.247 -3.748  0.650
H 3.082 2.995 -1.888  0.359
H 1.309 3.034 -1.746  0.256
H 2.108 3.999 -2.976  0.678
H 4.126 2.157 -4.023  0.308
H 2.968 3.014 -5.027  0.529
H 3.167 1.282 -5.231  0.286
H -0.182 1.949 -3.534  0.087
H 0.553 1.510 -5.067  0.398
H 0.615 3.178 -4.510  0.587
Cl -2.397 4.293 -2.914  -0.250
C -2.905 3.014 -4.024  0.530
C -2.561 1.716 -3.710  -1.144
C -2.942 0.785 -4.648  0.878
Cl -2.496 -0.915 -4.357  -0.242
C -3.617 1.072 -5.831  -0.272
Cl -4.032 -0.159 -6.984  -0.237
C -3.952 2.399 -6.091  0.439
Cl -4.797 2.819 -7.544  -0.233
C -3.590 3.388 -5.176  -0.259
Cl -3.992 5.046 -5.509  -0.237
F -3.853 3.658 2.883  -0.231
C -4.630 2.567 2.779  0.425
F -5.892 2.977 2.630  -0.211
F -4.540 1.893 3.926  -0.200
S -4.063 1.570 1.337  0.490
O -2.673 1.320 1.648  0.083
O -4.275 2.388 0.170  -0.657
N -5.056 0.391 1.531  -0.259
S -5.467 -0.729 0.497  0.794
O -4.712 -0.753 -0.731  -0.549
O -5.997 -1.923 1.069  -0.622
C -7.039 0.075 -0.094  0.486
F -7.785 -0.811 -0.779  -0.242
F -6.803 1.110 -0.902  -0.217
F -7.792 0.517 0.927  -0.261
N -0.278 -6.332 7.686  -0.647
C -0.658 -5.705 6.796  0.097
C -1.131 -4.928 5.692  0.551
C -2.118 -3.952 5.879  -0.675
C -2.568 -3.202 4.817  -0.301
C -2.056 -3.383 3.511  0.517
C -1.077 -4.385 3.344  -0.329
C -0.622 -5.137 4.407  -0.712
C -2.514 -2.582 2.442  -0.641
C -3.132 -1.964 1.561  -0.558
H -2.521 -3.790 6.871  0.448
H -3.327 -2.445 4.961  0.504
H -0.684 -4.563 2.352  0.563
H 0.134 -5.897 4.253  0.460

---

[2]
# C46H49ClN11O2P

A cluster of 8 separate species, C46H49ClN11O2P in total (ωB97M-V/def2-TZVPD, the Open Molecules 2025 dataset).

Molecular weight ... 854.4 g/mol
Relative energy (zero: lowest compared OMol25 entry of this formula, charge and spin) ... 9.43 kcal per mole
SMILES ... CP(O)c1nc2c(Cl)c(N)cc(N)c2nc1CCO.c1ccncc1.c1ccncc1.c1ccncc1.c1ccncc1.c1ccncc1.c1ccncc1.c1ccncc1
E_HOMO ... -7.713 eV
Kohn-Sham gap ... 0.288 hartree

Each line ends with the Mulliken charge.
Element x y z (Å)
C -0.032 -4.021 2.545  -1.099
P -0.640 -2.300 2.197  0.034
O 0.329 -1.648 1.035  -0.206
C -2.278 -2.598 1.402  -0.136
N -3.217 -2.655 2.306  -0.355
C -4.480 -2.889 1.862  -0.118
C -5.541 -2.993 2.793  0.222
Cl -5.183 -2.868 4.488  -0.239
C -6.835 -3.213 2.384  0.803
N -7.907 -3.327 3.296  -0.683
C -7.088 -3.329 0.998  -1.021
C -6.079 -3.235 0.070  0.571
N -6.336 -3.337 -1.317  -0.595
C -4.734 -3.023 0.493  0.252
N -3.762 -2.952 -0.456  -0.359
C -2.554 -2.762 0.008  0.744
C -1.453 -2.692 -1.012  -1.031
C -0.476 -3.876 -0.963  -0.318
O -0.806 -4.830 -1.979  -0.596
H 0.299 -4.002 3.578  0.352
H -0.849 -4.737 2.502  0.310
H 0.798 -4.314 1.908  0.299
H 1.165 -1.368 1.432  0.242
H -8.591 -3.950 2.885  0.249
H -7.557 -3.777 4.135  0.271
H -8.094 -3.493 0.638  0.200
H -7.336 -3.448 -1.420  0.289
H -6.044 -2.458 -1.733  0.296
H -0.947 -1.733 -0.948  0.337
H -1.906 -2.712 -1.999  0.453
H -0.500 -4.389 -0.005  0.266
H 0.515 -3.513 -1.205  0.249
H -1.718 -5.091 -1.821  0.330
C 5.588 1.229 -0.007  -0.477
C 5.435 -0.149 0.025  -0.267
C 4.263 -0.662 0.554  -0.282
N 3.275 0.094 1.040  -0.245
C 3.442 1.414 1.002  -0.822
C 4.573 2.030 0.489  -0.408
H 6.489 1.671 -0.415  0.428
H 6.207 -0.808 -0.354  0.373
H 4.097 -1.734 0.594  0.349
H 2.626 1.996 1.407  0.954
H 4.655 3.108 0.482  0.358
C -5.765 2.032 0.091  -0.484
C -4.551 1.459 -0.260  -0.352
C -4.549 0.469 -1.229  -0.539
N -5.649 0.036 -1.845  -0.544
C -6.805 0.598 -1.495  -0.336
C -6.920 1.595 -0.539  -0.151
H -5.811 2.804 0.848  0.435
H -3.627 1.767 0.211  0.629
H -3.624 -0.011 -1.532  0.508
H -7.685 0.219 -2.005  0.360
H -7.881 2.006 -0.292  0.472
C 9.096 -3.468 -3.709  -0.253
C 8.194 -4.040 -2.825  -0.484
C 7.670 -3.247 -1.818  -0.174
N 7.985 -1.963 -1.647  -0.376
C 8.854 -1.432 -2.506  -0.200
C 9.435 -2.134 -3.549  -0.479
H 9.527 -4.053 -4.512  0.387
H 7.903 -5.078 -2.914  0.358
H 6.958 -3.654 -1.107  0.363
H 9.094 -0.387 -2.345  0.367
H 10.129 -1.644 -4.216  0.445
C -11.735 0.703 2.631  -0.115
C -11.960 1.114 1.326  -0.604
C -10.864 1.290 0.496  -0.206
N -9.604 1.091 0.882  -0.184
C -9.407 0.697 2.139  -0.069
C -10.432 0.488 3.049  -0.765
H -12.563 0.552 3.311  0.368
H -12.961 1.293 0.960  0.364
H -10.995 1.608 -0.534  0.360
H -8.372 0.542 2.424  0.440
H -10.212 0.164 4.056  0.379
C 5.874 4.511 5.061  -0.119
C 5.425 5.247 3.977  -0.815
C 4.442 4.694 3.171  0.003
N 3.905 3.492 3.376  -0.124
C 4.350 2.799 4.422  -0.185
C 5.327 3.260 5.291  -0.624
H 6.640 4.907 5.716  0.374
H 5.825 6.227 3.759  0.351
H 4.061 5.238 2.312  0.355
H 3.897 1.824 4.564  0.402
H 5.648 2.653 6.126  0.358
C 8.406 2.714 -6.739  -0.143
C 8.090 1.401 -7.047  -0.655
C 8.641 0.393 -6.272  -0.041
N 9.462 0.613 -5.247  -0.232
C 9.757 1.881 -4.965  -0.228
C 9.258 2.963 -5.675  -0.534
H 7.996 3.530 -7.319  0.365
H 7.430 1.162 -7.869  0.362
H 8.417 -0.649 -6.475  0.360
H 10.428 2.031 -4.127  0.382
H 9.530 3.972 -5.400  0.362
C -0.872 3.185 -0.447  -0.456
C 0.402 3.174 0.097  -0.319
C 0.680 4.045 1.141  0.037
N -0.210 4.898 1.647  -0.538
C -1.428 4.897 1.111  -0.319
C -1.810 4.064 0.069  -0.327
H -1.130 2.519 -1.261  0.438
H 1.163 2.504 -0.277  0.350
H 1.663 4.066 1.602  0.418
H -2.130 5.602 1.542  0.370
H -2.816 4.107 -0.326  0.478

---

Table of LUMO (eV), in record order: 3.388, 0.134